1.
9
Properties=species:S:1:pos:R:3:forces:R:3 method="wB97M-V/def2-TZVPD" charge=-1 multiplicity=1 e_above_lowest_kcal_mol=68.8 energy_ev=-9194.7213 homo_energy_ev="-2.270 / -2.317" orbital_gap_ev="6.592 / 6.787"
C -0.71478 -0.25197 -0.00603 0.775 -1.456 -0.368
C -1.16429 1.06364 0.07188 -0.765 0.823 0.200
N 0.51966 -0.67040 -0.35000 0.220 0.829 0.268
N 2.02352 0.01988 0.32411 0.216 -0.569 -0.406
O 2.94519 -0.69121 -0.02606 -0.489 0.318 0.205
O -0.56688 2.14146 -0.09920 0.130 -0.142 -0.048
H -1.45323 -1.03512 0.17702 -0.143 0.189 0.021
H -2.25937 1.09543 0.32114 0.189 0.024 0.004
H 0.67018 -1.67173 -0.41288 -0.133 -0.015 0.125

---

2.
20
Properties=species:S:1:pos:R:3:forces:R:3 method="wB97M-V/def2-TZVPD" charge=-1 multiplicity=1 e_above_lowest_kcal_mol=81.2 energy_ev=-22801.2775 homo_energy_ev="-4.063 / -4.278" orbital_gap_ev="6.329 / 6.952"
C -3.27718 0.49808 0.19343 -1.286 0.588 0.406
C -2.44849 0.56285 -0.89241 1.413 -2.301 -1.878
C 1.96491 -0.81700 0.43018 1.149 -0.839 2.462
C 0.66319 0.37650 -1.36146 3.647 0.116 -1.607
C 0.40906 1.23091 0.92195 2.786 -2.327 1.880
C 0.76781 -0.05452 0.06913 -1.889 1.868 0.683
N -4.04122 0.81438 1.02035 0.106 -0.433 0.173
O -0.66711 -1.73883 1.68316 -0.354 0.256 0.231
O -0.10084 -2.33789 -0.63725 -1.005 -0.267 -0.121
S -0.64065 -1.31045 0.28347 0.840 0.747 -1.131
H -2.63875 -0.19581 -1.77292 0.010 1.264 1.953
H 2.95610 -0.43717 0.20737 0.033 0.404 -0.777
H 1.98161 -0.79934 1.53901 0.020 -0.351 -0.278
H 1.87887 -1.87649 0.15414 0.178 0.388 -0.269
H -0.29006 0.35607 -1.80913 -1.179 -0.519 -0.366
H 1.45042 -0.27212 -1.94733 -1.735 1.258 0.603
H 0.95347 1.46586 -1.47275 0.042 -1.128 0.120
H -0.62062 1.28884 0.80043 -1.940 0.931 0.088
H 0.73722 1.17711 2.03040 -0.884 -0.384 -1.569
H 0.96227 2.06900 0.56021 0.047 0.729 -0.603

---

3.
11
Properties=species:S:1:pos:R:3:forces:R:3 method="wB97M-V/def2-TZVPD" multiplicity=1 e_above_lowest_kcal_mol=0.0 energy_ev=-16880.3264 homo_energy_ev=-11.462 orbital_gap_ev=12.192
C 0.96021 0.94786 0.08756 0.941 -1.731 -1.589
C 1.66699 -1.36495 -0.49775 -0.305 1.331 0.056
C -2.40478 0.31041 0.41062 -0.921 -0.493 -0.072
N 1.11143 -0.25759 -0.64210 0.309 0.736 -0.152
O 0.05208 1.29504 0.74039 -0.203 0.430 0.565
O -2.06852 -0.82304 0.46193 -0.110 0.771 0.497
F 1.97633 1.76861 -0.28952 -0.553 -0.403 0.519
F 2.13938 -1.78325 0.66508 0.317 -0.288 0.267
F -2.40108 0.96954 -0.75241 0.221 0.325 -0.409
H 1.88422 -2.04938 -1.32477 -0.426 0.054 0.381
H -2.91627 0.98675 1.14098 0.729 -0.732 -0.064

---

4.
11
Properties=species:S:1:pos:R:3:forces:R:3 method="wB97M-V/def2-TZVPD" multiplicity=1 e_above_lowest_kcal_mol=17.6 energy_ev=-25887.9322 homo_energy_ev=-8.538 orbital_gap_ev=9.037 smiles="C=O.CSS"
O 6.56485 -0.18297 0.29970 0.364 0.548 0.089
C 6.03380 -1.24692 0.36660 -0.378 -0.422 -0.108
H 6.09153 -1.88936 1.26142 0.071 -0.001 0.078
H 5.43732 -1.63575 -0.47477 -0.057 -0.125 -0.060
C -4.04761 0.10055 -0.02073 -0.370 0.890 0.766
S -4.03562 1.89803 -0.29955 0.103 0.084 -0.690
S -2.14893 2.20859 -1.17761 -0.614 -0.491 0.303
H -3.90252 -0.57299 -0.86110 0.261 0.294 -0.073
H -5.04610 -0.04673 0.39858 0.005 -0.184 -0.073
H -3.35426 0.01113 0.81318 0.188 -0.791 -0.251
H -1.59247 1.35643 -0.30572 0.426 0.199 0.018